(1)
Computed, not measured: C7H10 in the gas phase, with ωB97M-V with the def2-TZVPD basis set.

Calculated values
* net charge: 0
* Kohn-Sham gap: 10.35 eV
* SMILES string: C1=CCC2(C1)CC2
* E_HOMO: -9.16 eV
* ΔE to the lowest compared entry with this formula, charge and spin: 119.7 kJ/mol
* calculated total energy: -7419.79433 eV

Element x y z (Å)
C: 0.3864 -0.7333 -1.0770
C: 0.4735 1.2335 0.3204
C: -0.4424 0.0862 -0.0947
C: 1.7672 -0.5530 -0.4794
C: 1.8160 0.5339 0.2897
C: -1.9367 0.1383 -0.0598
C: -1.1779 -0.6567 0.9768
H: 0.4564 2.0480 -0.4212
H: -2.5061 -0.4118 -0.8055
H: 2.5976 -1.2234 -0.6792
H: 0.3544 -0.3001 -2.0893
H: -1.1378 -0.2743 1.9944
H: 0.0573 -1.7756 -1.1556
H: 2.6925 0.8957 0.8183
H: 0.2071 1.6713 1.2885
H: -2.4047 1.0631 0.2696
H: -1.2027 -1.7417 0.9039

=====

(2)
Computed, not measured: C7H10 in the gas phase, with ωB97M-V with the def2-TZVPD basis set.

Calculated values
* net charge: 0
* Kohn-Sham gap: 9.09 eV
* SMILES string: C=CC(=C)C(=C)C
* E_HOMO: -8.40 eV
* ΔE to the lowest compared entry with this formula, charge and spin: 303.2 kJ/mol
* calculated total energy: -7417.89277 eV

Element x y z (Å)
C: 0.7129 -1.6239 -1.0469
C: 0.3364 0.8244 1.6883
C: -0.0674 2.5361 -0.6626
C: -0.0235 -1.0836 0.1573
C: -0.9573 -1.8319 0.7654
C: 0.0618 0.3675 0.4762
C: -0.3040 1.2209 -0.6498
H: 0.1872 -1.5333 -2.0039
H: -1.6658 -2.4554 0.2273
H: -0.5312 3.1372 -1.4349
H: -1.2113 -1.6224 1.8002
H: 0.9447 -2.6769 -0.8996
H: -0.8078 0.7881 -1.5093
H: 1.6797 -1.1466 -1.2080
H: 0.7463 3.0266 -0.1433
H: 1.0025 0.3371 2.3861
H: -0.1033 1.7362 2.0576

=====

(3)
Computed, not measured: C7H10 in the gas phase, with ωB97M-V with the def2-TZVPD basis set.

Calculated values
* net charge: 0
* Kohn-Sham gap (spin up / spin down): 7.75 / 8.28 eV
* E_HOMO (spin up / spin down): -7.34 / -7.56 eV
* ΔE to the lowest compared entry with this formula, charge and spin: 523.4 kJ/mol
* calculated total energy: -7415.61009 eV

Element x y z (Å)
C: 0.2599 -0.8425 -0.7852
C: 1.5271 0.7196 0.4683
C: 0.7878 -0.0676 1.3802
C: -1.1646 -0.7856 -0.1577
C: -1.9167 0.5210 -0.0575
C: 0.0402 -1.0857 0.6559
C: 1.1400 0.4046 -0.9645
H: 1.4421 -1.0544 1.5093
H: -1.2585 1.3488 0.2299
H: 2.0132 0.1497 -1.5791
H: 0.5330 0.2240 2.4014
H: 0.3886 -1.6643 -1.4902
H: -2.3559 0.7706 -1.0324
H: 2.4439 1.2432 0.7266
H: -2.7331 0.4660 0.6713
H: 0.6644 1.2658 -1.4686
H: -1.7790 -1.6280 -0.4793

=====

(4)
Computed, not measured: C7H10 in the gas phase, with ωB97M-V with the def2-TZVPD basis set.

Calculated values
* net charge: 0
* Kohn-Sham gap: 8.31 eV
* E_HOMO: -8.30 eV
* ΔE to the lowest compared entry with this formula, charge and spin: 489.7 kJ/mol
* calculated total energy: -7415.95935 eV

Element x y z (Å)
C: 0.3840 -1.3620 -0.8733
C: 1.3147 -1.4912 0.3317
C: -0.4255 -0.2648 -0.1934
C: 0.6259 -0.2612 0.9141
C: -1.1780 0.8865 -0.7814
C: -1.9112 -0.1985 -0.0353
C: 1.6285 0.8944 0.8639
H: 2.1366 0.9428 -0.1031
H: -2.2975 0.0394 0.9534
H: 2.3890 0.7832 1.6386
H: -1.2780 0.9313 -1.8633
H: -1.0836 1.8568 -0.2978
H: 0.9574 -1.0503 -1.7554
H: 1.1080 1.8438 1.0082
H: 0.2795 -0.3679 1.9501
H: -2.5294 -0.8873 -0.6084
H: -0.1204 -2.2949 -1.1487

=====

(5)
Computed, not measured: C7H10 in the gas phase, with ωB97M-V with the def2-TZVPD basis set.

Calculated values
* net charge: 0
* Kohn-Sham gap: 9.53 eV
* SMILES string: C1C[C@H]2[C@@H]1[C@H]1C[C@@H]21
* E_HOMO: -8.32 eV
* ΔE to the lowest compared entry with this formula, charge and spin: 416.6 kJ/mol
* calculated total energy: -7416.71686 eV

Element x y z (Å)
C: 1.2725 -0.2568 1.2145
C: -1.3917 0.8160 0.3534
C: -0.1407 0.9910 -0.5354
C: 1.2260 0.7236 0.0908
C: -1.4781 -0.6748 -0.0772
C: -0.1898 -0.5069 -0.9368
C: 1.2418 -0.6871 -0.3474
H: -1.2121 0.9736 1.4205
H: -1.4319 -1.4090 0.7326
H: -0.1357 1.7886 -1.2804
H: -2.3603 -0.8920 -0.6896
H: 0.6839 -1.1732 1.1696
H: 2.0314 -1.2938 -0.7538
H: -2.2434 1.4255 0.0350
H: 2.2657 -0.3423 1.6468
H: 2.1081 1.3347 -0.0594
H: -0.2455 -0.8172 -1.9834

=====

(6)
Computed, not measured: a molecular structure, C7H10, with ωB97M-V with the def2-TZVPD basis set.

Calculated values
* net charge: 0
* Kohn-Sham gap (spin up / spin down): 8.23 / 8.25 eV
* E_HOMO (spin up / spin down): -7.95 / -7.96 eV
* ΔE to the lowest compared entry with this formula, charge and spin: 617.9 kJ/mol
* calculated total energy: -7414.63085 eV

Element x y z (Å)
C: -0.9374 -0.3695 -1.2881
C: -0.3951 -1.4201 -0.2828
C: 0.9291 -1.0877 -0.2185
C: 0.0603 -0.3283 1.8911
C: 0.8033 0.1513 0.6387
C: -1.0349 -0.6695 0.8989
C: -0.6719 0.5302 -0.0268
H: -2.0738 -0.8926 1.1529
H: 1.5567 -1.0979 -1.1082
H: -2.0132 -0.4128 -1.5013
H: -0.3671 -0.2046 -2.2050
H: 1.6365 0.8567 0.6911
H: 1.8974 1.8853 -2.1391
H: 1.4654 2.1869 -1.6146
H: -1.1563 1.5118 0.1005
H: -0.2257 0.4985 2.5479
H: 0.5266 -1.1378 2.4634

=====

(7)
Computed, not measured: C7H10 in the gas phase, with ωB97M-V with the def2-TZVPD basis set.

Calculated values
* net charge: 0
* Kohn-Sham gap: 10.06 eV
* SMILES string: C=CC(=C)C(=C)C
* E_HOMO: -9.07 eV
* ΔE to the lowest compared entry with this formula, charge and spin: 231.2 kJ/mol
* calculated total energy: -7418.63867 eV

Element x y z (Å)
C: -0.7918 -0.4844 2.2080
C: 0.3586 -0.0807 1.6788
C: -1.3916 0.3303 -1.2680
C: 0.4159 0.5650 0.3291
C: -0.3140 -0.2255 -0.7077
C: 1.1279 1.6493 0.0502
C: 0.4866 -1.2636 -1.4537
H: -1.8431 -0.2087 -2.0914
H: 0.8154 -2.0644 -0.7828
H: -1.7763 -0.1451 1.9143
H: 1.5080 2.3083 0.8202
H: -0.1401 -1.7451 -2.2031
H: -1.6627 1.3613 -1.0865
H: -0.8221 -0.8422 3.2331
H: 1.3884 1.8901 -0.9743
H: 1.2753 -0.2390 2.2327
H: 1.3656 -0.8055 -1.8989

=====

(8)
Computed, not measured: C7H10 in the gas phase, with ωB97M-V with the def2-TZVPD basis set.

Calculated values
* net charge: 0
* Kohn-Sham gap: 9.62 eV
* E_HOMO: -8.53 eV
* ΔE to the lowest compared entry with this formula, charge and spin: 397.6 kJ/mol
* calculated total energy: -7416.91387 eV

Element x y z (Å)
C: 1.1801 -1.3513 0.1250
C: -1.1450 -1.0724 -0.5992
C: -1.6143 1.3668 0.2448
C: -0.1473 -1.8820 -0.3414
C: -0.7836 0.4572 -0.7109
C: 1.1619 0.1318 0.2046
C: 1.8517 1.1625 0.5758
H: 1.5068 -1.6991 1.1531
H: 1.8734 -1.7289 -0.6053
H: 2.9603 1.1911 1.0266
H: -1.9828 0.7537 1.1385
H: -0.5239 0.7768 -1.6685
H: -0.3175 -2.9097 -0.1525
H: -2.4967 1.8858 -0.1145
H: 1.4001 2.1369 0.4079
H: -0.9133 2.1065 0.5577
H: -2.0099 -1.3256 -1.2416

=====

Look up the net charge of the seventh one.
0